(1)
Here is a cluster of 5 separate species, C33H51Cl2IN2O4S in total at a distorted geometry from the Open Molecules 2025 dataset. Energies are from ωB97M-V with the def2-TZVPD basis set.

Geometry as XYZ:
```
94
Properties=species:S:1:pos:R:3:forces:R:3
C 0.022 3.611 1.699 -0.24 0.43 -0.67
C -0.221 3.542 0.174 0.27 -0.48 0.43
C 0.414 2.275 -0.457 -0.83 0.26 -0.43
I 1.830 2.807 -2.003 0.27 -0.08 0.11
C -0.663 1.392 -1.045 0.09 -0.18 -0.20
C -1.300 1.812 -2.240 -0.79 -0.86 0.17
C -2.295 1.066 -2.827 0.10 0.71 -0.09
C -2.873 1.507 -4.150 0.61 -0.01 0.17
C -1.921 1.083 -5.289 -0.04 -0.20 0.42
C -0.825 2.104 -5.567 0.32 -0.17 -0.22
S -0.240 1.845 -7.273 -0.08 -0.12 -0.23
C -2.733 -0.130 -2.205 0.00 0.00 -0.26
N -3.733 -0.850 -2.786 0.16 0.04 0.20
C -4.064 -1.945 -2.163 -0.22 0.04 -0.31
C -3.430 -2.381 -0.989 0.09 -0.18 0.31
N -2.470 -1.720 -0.409 0.04 0.12 -0.24
C -2.109 -0.560 -1.024 0.16 0.03 0.32
C -1.057 0.210 -0.452 0.15 0.40 0.01
C -0.370 -0.321 0.745 0.00 -0.09 -0.27
Cl -1.278 -0.303 2.211 -0.08 0.09 0.15
C 0.866 -0.802 0.659 -0.28 -0.16 0.55
C 1.688 -0.794 -0.569 0.40 0.00 -0.03
Cl 1.623 -1.478 2.069 0.13 0.02 -0.07
H 0.218 4.640 1.977 0.10 0.12 0.22
H -0.874 3.299 2.219 -0.04 -0.23 0.27
H 0.858 2.996 2.005 0.19 -0.09 0.14
H -1.293 3.485 0.020 -0.20 0.09 -0.21
H 0.125 4.434 -0.332 0.14 0.16 0.00
H 0.981 1.728 0.274 0.27 -0.07 0.14
H -1.000 2.731 -2.709 0.14 0.26 -0.08
H -3.860 1.097 -4.304 -0.18 -0.10 0.03
H -2.931 2.591 -4.106 -0.24 0.22 -0.22
H -2.464 0.805 -6.188 -0.19 0.26 -0.17
H -1.424 0.175 -4.952 0.01 -0.28 -0.16
H -1.153 3.127 -5.425 -0.17 0.13 -0.12
H 0.012 1.913 -4.907 0.14 0.17 0.26
H 0.532 2.926 -7.434 0.02 0.05 0.20
H -4.865 -2.542 -2.575 -0.13 -0.06 -0.15
H -3.748 -3.312 -0.544 0.00 -0.15 0.16
H 2.023 -1.787 -0.847 0.05 -0.25 0.08
H 1.161 -0.392 -1.420 -0.14 0.06 -0.14
H 2.576 -0.186 -0.399 0.16 0.04 -0.03
C -1.807 -2.890 4.858 0.00 -0.10 -0.04
C -3.130 -2.197 5.167 0.04 0.10 0.04
C -3.613 -2.979 6.380 -0.01 -0.09 -0.01
O -2.441 -3.409 7.076 0.01 -0.04 -0.12
C -1.288 -3.199 6.254 -0.01 0.11 0.07
H -1.118 -2.282 4.276 0.01 0.00 0.00
H -1.989 -3.817 4.309 0.01 0.00 0.00
H -2.951 -1.153 5.437 -0.01 0.00 0.00
H -3.841 -2.216 4.341 0.00 -0.02 -0.01
H -4.184 -3.865 6.081 -0.04 0.03 -0.02
H -4.230 -2.382 7.054 0.02 -0.02 0.05
H -0.722 -2.354 6.662 0.04 -0.01 -0.04
H -0.657 -4.087 6.288 -0.03 -0.02 0.05
C 5.745 1.469 -5.856 -0.09 -0.08 0.01
C 5.089 2.523 -6.744 0.09 0.05 0.00
C 4.102 3.164 -5.779 -0.09 -0.07 0.04
O 4.690 3.074 -4.480 -0.06 -0.01 -0.01
C 5.814 2.192 -4.518 0.06 0.07 -0.02
H 6.721 1.141 -6.209 0.02 0.02 -0.01
H 5.097 0.591 -5.778 0.10 0.08 0.02
H 5.832 3.256 -7.067 -0.01 0.00 -0.01
H 4.607 2.114 -7.630 -0.02 -0.02 0.00
H 3.149 2.621 -5.769 -0.03 0.01 -0.06
H 3.901 4.212 -6.009 0.00 0.01 0.06
H 6.728 2.789 -4.434 0.03 -0.05 0.00
H 5.765 1.514 -3.665 -0.04 0.03 0.04
C -1.172 -0.656 9.993 0.04 -0.06 0.04
C -2.395 -1.551 9.806 -0.04 0.08 0.03
C -2.843 -1.759 11.246 0.09 -0.02 0.05
O -2.478 -0.574 11.962 0.01 -0.02 -0.04
C -1.605 0.222 11.160 -0.09 0.04 -0.04
H -0.909 -0.080 9.107 -0.01 0.01 -0.01
H -0.307 -1.261 10.276 0.00 0.01 0.00
H -3.166 -1.015 9.246 0.00 -0.01 0.00
H -2.185 -2.481 9.286 -0.01 -0.01 -0.04
H -2.328 -2.611 11.701 -0.03 -0.03 -0.04
H -3.918 -1.916 11.339 -0.01 0.03 0.05
H -2.158 1.101 10.810 0.05 0.02 -0.03
H -0.768 0.562 11.772 -0.03 -0.01 0.05
C 3.251 -1.348 -5.534 0.01 -0.13 0.02
C 2.013 -2.204 -5.788 -0.08 0.08 -0.04
C 1.567 -2.532 -4.369 0.08 -0.03 0.02
O 1.951 -1.417 -3.559 0.05 0.02 -0.15
C 2.835 -0.565 -4.297 -0.12 0.07 -0.02
H 3.518 -0.703 -6.370 -0.08 -0.03 -0.02
H 4.108 -1.986 -5.306 0.02 0.01 0.00
H 1.249 -1.612 -6.297 0.00 0.01 0.00
H 2.208 -3.094 -6.384 0.02 -0.01 0.01
H 2.070 -3.428 -3.990 -0.02 -0.03 -0.04
H 0.489 -2.679 -4.287 -0.01 0.03 0.05
H 2.292 0.348 -4.569 0.05 0.03 -0.01
H 3.678 -0.287 -3.662 -0.04 0.01 0.06
```
Positions in Å, forces in eV/Å.

The HOMO energy is -8.8 eV. Its frontier orbital gap is 8.3 eV. As for the LUMO energy: -0.47 eV. For the total energy, the calculation gives -3314.7084 Eh. Its SMILES is CC[C@H](I)c1cc(CCCS)c2nccnc2c1/C(Cl)=C(\C)Cl.C1CCOC1.C1CCOC1.C1CCOC1.C1CCOC1. The value obtained for the strongest force on any atom is 1.19 eV/Å.

=====

(2)
Here is a structure of composition C26H52FeO26 at a distorted geometry from the Open Molecules 2025 dataset. Energies are from ωB97M-V with the def2-TZVPD basis set.

Geometry as XYZ:
```
105
Properties=species:S:1:pos:R:3:forces:R:3
Fe -0.699 3.808 -0.312 1.40 -3.11 0.20
O -0.261 2.274 1.131 -1.15 0.30 -2.59
C -0.808 1.121 0.451 0.87 0.01 0.83
C -0.900 1.103 -1.122 -0.10 0.25 0.78
O -0.942 2.334 -1.762 -0.10 1.79 1.34
H -1.756 0.789 0.883 -0.55 0.70 -0.01
H -0.197 0.248 0.711 0.53 -0.22 -0.04
H -1.804 0.514 -1.312 -0.25 -0.13 -0.32
H -0.073 0.511 -1.527 0.32 -0.07 -0.02
C -2.602 -0.651 -7.779 -1.14 0.09 0.02
O -1.810 -0.017 -6.794 0.30 0.47 0.21
C -0.723 -0.619 -6.320 0.38 -3.87 -1.41
O -0.247 -1.668 -6.797 -0.73 2.57 1.14
O -0.381 -0.008 -5.223 0.95 1.51 0.80
C 0.597 -0.510 -4.309 0.42 -1.80 0.06
H -3.524 -0.073 -7.715 0.08 0.18 -0.50
H -2.941 -1.655 -7.520 0.72 -0.21 0.15
H -2.189 -0.623 -8.786 0.22 0.01 0.17
H 1.454 -1.057 -4.708 -0.25 0.17 -1.03
H 0.096 -1.295 -3.742 -0.01 0.34 0.52
H 1.076 0.242 -3.684 -0.92 0.52 -0.11
C 1.113 4.416 3.582 0.48 -0.64 1.09
O 1.401 5.674 2.987 -0.72 1.39 -1.04
C 0.930 5.897 1.773 -0.34 -2.79 -0.65
O 0.229 5.078 1.155 0.21 1.30 0.63
O 1.422 6.978 1.256 0.75 1.05 -0.08
C 1.550 7.097 -0.165 0.16 0.52 -0.68
H 1.922 4.342 4.307 0.09 -0.53 -0.28
H 1.110 3.626 2.833 -0.07 -0.01 0.16
H 0.212 4.398 4.196 -0.37 0.33 -0.54
H 1.998 8.072 -0.352 -0.44 0.19 0.31
H 0.598 7.009 -0.685 -0.02 -0.02 0.18
H 2.277 6.425 -0.623 -0.23 -0.61 0.55
C 5.282 -0.783 4.406 -0.91 0.16 0.22
O 4.829 0.545 4.644 -1.22 2.75 -0.08
C 3.714 1.104 4.052 1.27 -0.76 -1.42
O 3.463 2.298 3.987 0.36 -2.50 0.66
O 3.092 0.081 3.389 0.31 0.79 1.16
C 2.034 0.366 2.510 -1.20 -0.08 -0.49
H 6.368 -0.708 4.396 -0.10 -0.27 -0.03
H 4.843 -1.149 3.482 0.43 -0.23 0.04
H 4.894 -1.344 5.256 0.40 -0.50 -0.17
H 1.589 1.342 2.697 0.27 0.08 -0.43
H 1.223 -0.354 2.627 0.15 -0.15 0.55
H 2.365 0.174 1.489 0.19 0.67 -0.08
C -2.696 -1.729 2.679 1.36 0.46 0.03
O -3.192 -2.663 3.616 -0.98 -0.43 0.23
C -3.661 -2.244 4.810 1.77 2.93 -0.09
O -3.567 -1.102 5.276 -0.52 -2.03 -1.04
O -4.088 -3.298 5.425 -0.82 -1.88 1.01
C -4.507 -3.223 6.792 0.10 1.02 0.51
H -1.991 -1.085 3.205 -0.43 0.61 -0.12
H -3.446 -1.194 2.102 -0.13 0.08 0.52
H -2.055 -2.250 1.967 -0.30 -0.53 0.09
H -4.577 -4.212 7.240 -0.08 -0.15 -0.64
H -5.450 -2.684 6.878 -0.13 -0.21 -0.18
H -3.805 -2.660 7.407 0.26 0.07 -0.30
C 1.631 3.515 -3.964 -0.77 0.17 0.15
O 2.580 3.018 -3.019 0.30 0.08 0.85
C 2.343 3.365 -1.737 2.09 -0.44 -0.55
O 1.416 4.011 -1.315 -0.22 0.05 0.21
O 3.442 2.976 -1.035 -1.16 -0.39 -0.70
C 3.408 3.110 0.382 -0.80 0.90 0.87
H 0.758 2.867 -3.879 -0.42 0.58 0.06
H 1.952 3.490 -5.004 0.83 -0.41 0.34
H 1.480 4.566 -3.715 -0.65 -0.12 -0.08
H 4.317 2.723 0.837 0.09 0.01 -0.50
H 2.550 2.644 0.870 -0.13 -0.39 -0.47
H 3.285 4.167 0.627 0.35 0.11 0.07
C -5.014 -0.093 -0.716 0.56 0.00 -0.28
O -5.880 -0.219 0.398 -0.12 0.35 -0.03
C -5.457 0.274 1.567 0.66 0.80 0.29
O -4.491 0.972 1.800 -0.75 -0.52 -0.70
O -6.318 -0.164 2.457 -0.93 -0.58 0.06
C -6.408 0.402 3.748 0.00 0.25 0.54
H -4.268 -0.880 -0.599 0.24 0.16 -0.39
H -4.544 0.886 -0.801 0.09 -0.03 0.39
H -5.584 -0.232 -1.633 -0.20 -0.28 0.26
H -7.008 1.313 3.737 0.14 0.14 -0.26
H -5.429 0.604 4.181 -0.03 -0.15 -0.01
H -6.979 -0.320 4.330 0.30 -0.06 0.09
C 1.603 -6.514 -1.020 -1.33 0.46 1.02
O 0.858 -5.457 -1.657 1.22 -0.85 -1.27
C 0.083 -4.715 -0.937 -1.69 0.22 2.04
O -0.196 -4.925 0.246 0.47 0.82 -1.65
O -0.418 -3.747 -1.727 -0.09 -0.56 -0.72
C -1.255 -2.783 -1.106 0.34 -0.40 1.78
H 1.968 -7.146 -1.824 0.45 0.28 0.27
H 0.943 -7.071 -0.352 -0.28 -0.26 -0.38
H 2.270 -6.063 -0.285 0.77 -0.10 -0.64
H -1.932 -3.296 -0.421 -0.02 0.04 0.08
H -1.872 -2.160 -1.751 0.65 -0.28 -0.67
H -0.544 -2.212 -0.507 -0.58 0.66 0.12
C 4.062 -4.550 -3.869 2.43 -0.72 -0.67
O 3.021 -3.812 -3.335 -0.97 -0.05 0.05
C 3.375 -2.722 -2.668 0.94 1.30 -0.35
O 4.486 -2.200 -2.663 -1.88 -0.88 0.49
O 2.248 -2.266 -2.099 -0.22 -0.40 -0.17
C 2.355 -1.220 -1.157 0.86 0.50 0.59
H 4.600 -5.080 -3.081 -0.03 0.01 0.12
H 4.800 -3.922 -4.371 -0.05 0.26 0.16
H 3.815 -5.296 -4.624 -1.09 0.21 0.24
H 2.554 -0.262 -1.637 0.21 -0.03 -0.04
H 3.158 -1.486 -0.469 0.14 0.37 0.03
H 1.452 -1.099 -0.560 -0.28 -0.46 -0.42
```
Positions in Å, forces in eV/Å.

As for the spin multiplicity: 5. The HOMO energy (spin up / spin down) is -7.9 / -7.8 eV. Its frontier orbital gap (spin up / spin down) is 7.7 / 7.2 eV. As for the LUMO energy (spin up / spin down): -0.19 / -0.58 eV. For the total energy, the calculation gives -4241.7150 Eh. The value obtained for the strongest force on any atom is 4.13 eV/Å.

=====

> Which value of strongest force on any atom does entry 2 give?

4.13 eV/Å